Entry from the OMol25 dataset: 12 unconnected molecules or ions with the total composition C78H170N10O16S2 (wB97M-V/def2-TZVPD).

Each atom is followed by the atoms it is bonded to, with distances in Å.
Geometry (Å):
1 C -18.988 -12.158 1.966  C2 1.561, H12 1.074, H13 1.083, H14 1.096
2 C -18.617 -12.144 0.450  C1 1.561, C3 1.562, C4 1.509, N10 1.462
3 C -18.461 -13.643 0.038  C2 1.562, H15 1.081, H16 1.108, H17 1.094
4 C -19.682 -11.427 -0.343  C2 1.509, C5 1.544, H18 1.084, H19 1.085
5 C -19.263 -11.182 -1.808  C4 1.544, C6 1.523, H20 1.116, H21 1.072
6 C -18.047 -10.278 -1.655  C5 1.523, C7 1.507, H22 1.099, H23 1.086
7 C -16.867 -10.945 -0.995  C6 1.507, C8 1.571, C9 1.516, N10 1.513
8 C -16.220 -12.114 -1.823  C7 1.571, H24 1.102, H25 1.075, H26 1.069
9 C -15.823 -9.872 -0.756  C7 1.516, H27 1.091, H28 1.076, H29 1.101
10 N -17.407 -11.329 0.365  C2 1.462, C7 1.513, O11 1.396
11 O -16.381 -11.875 1.139  N10 1.396, H30 0.959
12 H -18.208 -12.649 2.516  C1 1.074
13 H -19.093 -11.153 2.354  C1 1.083
14 H -19.905 -12.726 2.162  C1 1.096
15 H -17.577 -14.167 0.374  C3 1.081
16 H -19.337 -14.199 0.427  C3 1.108
17 H -18.531 -13.856 -1.033  C3 1.094
18 H -20.657 -11.900 -0.338  C4 1.084
19 H -19.779 -10.420 0.049  C4 1.085
20 H -19.011 -12.138 -2.324  C5 1.116
21 H -20.080 -10.690 -2.298  C5 1.072
22 H -18.332 -9.398 -1.061  C6 1.099
23 H -17.700 -9.848 -2.590  C6 1.086
24 H -16.880 -12.984 -1.971  C8 1.102
25 H -15.313 -12.411 -1.328  C8 1.075
26 H -16.018 -11.702 -2.788  C8 1.069
27 H -15.550 -9.436 -1.718  C9 1.091
28 H -14.893 -10.139 -0.284  C9 1.076
29 H -16.218 -9.035 -0.160  C9 1.101
30 H -16.108 -12.649 0.643  O11 0.959
31 C -30.998 -19.573 6.405  C32 1.552, H42 1.105, H43 1.086, H44 1.115
32 C -30.115 -20.830 6.622  C31 1.552, C33 1.498, C34 1.530, N40 1.465
33 C -30.182 -21.152 8.083  C32 1.498, H45 1.117, H46 1.103, H47 1.076
34 C -30.728 -21.997 5.847  C32 1.530, C35 1.528, H48 1.113, H49 1.103
35 C -30.560 -21.861 4.334  C34 1.528, C36 1.530, H50 1.079, H51 1.075
36 C -29.085 -21.683 3.965  C35 1.530, C37 1.535, H52 1.111, H53 1.105
37 C -28.441 -20.509 4.716  C36 1.535, C38 1.529, C39 1.556, N40 1.480
38 C -26.940 -20.766 4.579  C37 1.529, H54 1.071, H55 1.077, H56 1.075
39 C -28.792 -19.131 4.084  C37 1.556, H57 1.098, H58 1.064, H59 1.086
40 N -28.735 -20.663 6.159  C32 1.465, C37 1.480, O41 1.421
41 O -28.213 -19.547 6.866  N40 1.421, H60 0.980
42 H -31.352 -19.541 5.359  C31 1.105
43 H -31.886 -19.661 7.025  C31 1.086
44 H -30.342 -18.679 6.516  C31 1.115
45 H -31.224 -21.407 8.396  C33 1.117
46 H -29.627 -22.053 8.396  C33 1.103
47 H -29.905 -20.382 8.781  C33 1.076
48 H -30.197 -22.920 6.170  C34 1.113
49 H -31.783 -22.105 6.150  C34 1.103
50 H -30.986 -22.740 3.875  C35 1.079
51 H -31.097 -20.982 4.026  C35 1.075
52 H -28.963 -21.579 2.865  C36 1.111
53 H -28.684 -22.613 4.405  C36 1.105
54 H -26.698 -21.786 4.800  C38 1.071
55 H -26.461 -20.086 5.263  C38 1.077
56 H -26.624 -20.561 3.573  C38 1.075
57 H -29.829 -18.837 4.292  C39 1.098
58 H -28.678 -19.225 3.031  C39 1.064
59 H -28.125 -18.339 4.411  C39 1.086
60 H -27.460 -19.922 7.369  O41 0.980
61 C -24.293 -18.748 6.474  C62 1.547, H72 1.101, H73 1.102, H74 1.098
62 C -23.355 -17.952 7.411  C61 1.547, C63 1.546, C64 1.512, N70 1.457
63 C -24.214 -17.434 8.587  C62 1.546, H75 1.074, H76 1.097, H77 1.095
64 C -22.329 -18.949 7.902  C62 1.512, C65 1.493, H78 1.080, H79 1.106
65 C -21.238 -18.300 8.689  C64 1.493, C66 1.510, H80 1.100, H81 1.087
66 C -20.576 -17.262 7.816  C65 1.510, C67 1.478, H82 1.079, H83 1.087
67 C -21.493 -16.268 7.220  C66 1.478, C68 1.547, C69 1.536, N70 1.457
68 C -21.895 -15.205 8.271  C67 1.547, H84 1.112, H85 1.077, H86 1.099
69 C -20.753 -15.565 6.072  C67 1.536, H87 1.102, H88 1.099, H89 1.102
70 N -22.623 -16.967 6.624  C62 1.457, C67 1.457, O71 1.395
71 O -23.518 -16.085 6.019  N70 1.395, H90 0.978
72 H -23.703 -19.193 5.658  C61 1.101
73 H -24.781 -19.574 7.017  C61 1.102
74 H -25.116 -18.181 6.020  C61 1.098
75 H -23.619 -17.288 9.470  C63 1.074
76 H -24.703 -16.498 8.291  C63 1.097
77 H -24.954 -18.200 8.843  C63 1.095
78 H -22.830 -19.717 8.471  C64 1.080
79 H -21.843 -19.340 6.989  C64 1.106
80 H -21.675 -17.852 9.594  C65 1.100
81 H -20.515 -19.062 8.969  C65 1.087
82 H -20.064 -17.860 7.078  C66 1.079
83 H -19.783 -16.684 8.285  C66 1.087
84 H -21.873 -15.641 9.293  C68 1.112
85 H -22.853 -14.731 8.137  C68 1.077
86 H -21.093 -14.453 8.259  C68 1.099
87 H -20.682 -16.326 5.278  C69 1.102
88 H -19.732 -15.323 6.399  C69 1.099
89 H -21.277 -14.667 5.705  C69 1.102
90 H -23.317 -16.189 5.068  O71 0.978
91 C -32.463 -20.806 -2.807  C92 1.508, H102 1.088, H103 1.082, H104 1.079
92 C -31.668 -20.138 -1.714  C91 1.508, C93 1.528, C94 1.475, N100 1.424
93 C -32.711 -19.315 -0.960  C92 1.528, H105 1.099, H106 1.091, H107 1.086
94 C -31.079 -21.227 -0.912  C92 1.475, C95 1.533, H108 1.097, H109 1.117
95 C -30.126 -20.728 0.181  C94 1.533, C96 1.480, H110 1.083, H111 1.091
96 C -29.006 -20.011 -0.469  C95 1.480, C97 1.538, H112 1.099, H113 1.102
97 C -29.567 -18.855 -1.316  C96 1.538, C98 1.609, C99 1.533, N100 1.494
98 C -30.040 -17.607 -0.418  C97 1.609, H114 1.101, H115 1.082, H116 1.115
99 C -28.445 -18.379 -2.246  C97 1.533, H117 1.079, H118 1.097, H119 1.108
100 N -30.620 -19.342 -2.258  C92 1.424, C97 1.494, O101 1.412
101 O -31.163 -18.304 -3.048  N100 1.412, H120 0.971
102 H -33.181 -20.182 -3.335  C91 1.088
103 H -31.783 -21.271 -3.508  C91 1.082
104 H -32.972 -21.628 -2.329  C91 1.079
105 H -32.835 -18.308 -1.383  C93 1.099
106 H -33.684 -19.809 -0.978  C93 1.091
107 H -32.370 -19.132 0.054  C93 1.086
108 H -31.817 -21.904 -0.465  C94 1.097
109 H -30.406 -21.861 -1.538  C94 1.117
110 H -30.661 -20.198 0.959  C95 1.083
111 H -29.702 -21.594 0.690  C95 1.091
112 H -28.465 -20.714 -1.116  C96 1.099
113 H -28.256 -19.616 0.234  C96 1.102
114 H -30.715 -17.860 0.414  C98 1.101
115 H -30.447 -16.866 -1.094  C98 1.082
116 H -29.139 -17.233 0.123  C98 1.115
117 H -27.597 -18.105 -1.639  C99 1.079
118 H -28.723 -17.436 -2.735  C99 1.097
119 H -28.279 -19.151 -3.023  C99 1.108
120 H -30.942 -18.613 -3.942  O101 0.971
121 C -31.081 -10.845 -0.450  C122 1.543, H132 1.064, H133 1.089, H134 1.086
122 C -29.601 -10.556 -0.779  C121 1.543, C123 1.540, C124 1.506, N130 1.511
123 C -29.474 -9.532 -1.922  C122 1.540, H135 1.081, H136 1.092, H137 1.097
124 C -28.931 -10.075 0.482  C122 1.506, C125 1.524, H138 1.090, H139 1.091
125 C -27.410 -10.132 0.407  C124 1.524, C126 1.522, H140 1.103, H141 1.100
126 C -27.020 -11.576 0.124  C125 1.522, C127 1.525, H142 1.121, H143 1.091
127 C -27.580 -12.060 -1.209  C126 1.525, C128 1.526, C129 1.497, N130 1.454
128 C -26.934 -11.404 -2.425  C127 1.526, H144 1.094, H145 1.088, H146 1.098
129 C -27.351 -13.539 -1.173  C127 1.497, H147 1.103, H148 1.091, H149 1.106
130 N -29.025 -11.905 -1.141  C122 1.511, C127 1.454, O131 1.394
131 O -29.624 -12.249 -2.352  N130 1.394, H150 0.961
132 H -31.136 -11.837 -0.068  C121 1.064
133 H -31.514 -10.094 0.209  C121 1.089
134 H -31.766 -10.751 -1.288  C121 1.086
135 H -28.669 -8.826 -1.767  C123 1.081
136 H -29.452 -9.957 -2.928  C123 1.092
137 H -30.360 -8.888 -1.855  C123 1.097
138 H -29.293 -9.061 0.650  C124 1.090
139 H -29.394 -10.661 1.277  C124 1.091
140 H -26.999 -9.482 -0.383  C125 1.103
141 H -26.957 -9.792 1.350  C125 1.100
142 H -27.485 -12.172 0.952  C126 1.121
143 H -25.947 -11.729 0.244  C126 1.091
144 H -25.882 -11.709 -2.426  C128 1.094
145 H -27.022 -10.334 -2.246  C128 1.088
146 H -27.399 -11.698 -3.376  C128 1.098
147 H -27.554 -13.944 -0.167  C129 1.103
148 H -26.378 -13.809 -1.586  C129 1.091
149 H -27.989 -14.085 -1.892  C129 1.106
150 H -30.058 -13.084 -2.157  O131 0.961
151 C -21.870 -14.951 2.476  C152 1.543, H162 1.075, H163 1.070, H164 1.070
152 C -22.812 -15.886 1.688  C151 1.543, C153 1.504, C154 1.483, N160 1.505
153 C -22.552 -15.843 0.207  C152 1.504, H165 1.107, H166 1.085, H167 1.099
154 C -22.590 -17.208 2.323  C152 1.483, C155 1.510, H168 1.096, H169 1.126
155 C -23.568 -18.312 2.000  C154 1.510, C156 1.538, H170 1.087, H171 1.100
156 C -24.932 -17.753 2.441  C155 1.538, C157 1.502, H172 1.102, H173 1.122
157 C -25.245 -16.497 1.680  C156 1.502, C158 1.597, C159 1.523, N160 1.505
158 C -25.489 -16.710 0.116  C157 1.597, H174 1.080, H175 1.094, H176 1.098
159 C -26.557 -15.984 2.260  C157 1.523, H177 1.098, H178 1.088, H179 1.094
160 N -24.208 -15.482 2.077  C152 1.505, C157 1.505, O161 1.359
161 O -24.413 -14.276 1.485  N160 1.359, H180 0.970
162 H -20.830 -15.169 2.318  C151 1.075
163 H -22.105 -13.934 2.241  C151 1.070
164 H -22.148 -15.098 3.499  C151 1.070
165 H -21.486 -15.625 0.003  C153 1.107
166 H -22.779 -16.733 -0.370  C153 1.085
167 H -23.009 -14.999 -0.329  C153 1.099
168 H -21.612 -17.626 2.057  C154 1.096
169 H -22.684 -17.163 3.444  C154 1.126
170 H -23.574 -18.614 0.956  C155 1.087
171 H -23.230 -19.176 2.592  C155 1.100
172 H -24.791 -17.547 3.515  C156 1.102
173 H -25.760 -18.506 2.377  C156 1.122
174 H -26.425 -17.242 0.041  C158 1.080
175 H -24.825 -17.489 -0.270  C158 1.094
176 H -25.323 -15.805 -0.485  C158 1.098
177 H -26.638 -16.294 3.310  C159 1.098
178 H -27.410 -16.419 1.743  C159 1.088
179 H -26.618 -14.895 2.170  C159 1.094
180 H -24.571 -13.688 2.240  O161 0.970
181 C -23.213 -20.163 -1.274  C182 1.534, H192 1.077, H193 1.067, H194 1.085
182 C -23.120 -21.653 -0.922  C181 1.534, C183 1.564, C184 1.514, N190 1.505
183 C -21.617 -22.084 -0.952  C182 1.564, H195 1.077, H196 1.085, H197 1.092
184 C -23.578 -21.891 0.501  C182 1.514, C185 1.491, H198 1.091, H199 1.084
185 C -25.051 -21.767 0.695  C184 1.491, C186 1.521, H200 1.092, H201 1.105
186 C -25.602 -22.953 -0.081  C185 1.521, C187 1.549, H202 1.103, H203 1.087
187 C -25.297 -22.821 -1.594  C186 1.549, C188 1.495, C189 1.553, N190 1.468
188 C -25.771 -24.092 -2.224  C187 1.495, H204 1.096, H205 1.104, H206 1.083
189 C -26.125 -21.672 -2.233  C187 1.553, H207 1.114, H208 1.113, H209 1.089
190 N -23.840 -22.701 -1.728  C182 1.505, C187 1.468, O191 1.395
191 O -23.537 -22.480 -3.071  N190 1.395, H210 0.959
192 H -22.264 -19.752 -0.974  C181 1.077
193 H -23.331 -20.018 -2.325  C181 1.067
194 H -24.082 -19.674 -0.846  C181 1.085
195 H -21.311 -22.253 -1.971  C183 1.077
196 H -20.986 -21.331 -0.495  C183 1.085
197 H -21.444 -22.960 -0.323  C183 1.092
198 H -23.264 -22.878 0.844  C184 1.091
199 H -23.018 -21.195 1.115  C184 1.084
200 H -25.275 -21.878 1.758  C185 1.092
201 H -25.445 -20.788 0.367  C185 1.105
202 H -26.679 -23.108 0.097  C186 1.103
203 H -25.135 -23.831 0.359  C186 1.087
204 H -25.301 -24.910 -1.667  C188 1.096
205 H -25.457 -24.249 -3.271  C188 1.104
206 H -26.849 -24.139 -2.136  C188 1.083
207 H -27.197 -21.948 -2.357  C189 1.114
208 H -25.753 -21.413 -3.249  C189 1.113
209 H -26.183 -20.789 -1.599  C189 1.089
210 H -23.152 -23.315 -3.345  O191 0.959
211 C -18.277 -17.429 -0.732  C212 1.565, H218 1.103, H219 1.072, H220 1.108
212 C -19.581 -17.816 -1.504  C211 1.565, O213 1.422, H221 1.109, H222 1.073
213 O -19.770 -16.780 -2.460  C212 1.422, S214 1.539
214 S -20.998 -16.826 -3.387  O213 1.539, C215 1.718, O216 1.443, O217 1.430
215 C -20.433 -17.571 -4.828  S214 1.718, H223 1.124, H224 1.081, H225 1.088
216 O -21.997 -17.649 -2.749  S214 1.443
217 O -21.371 -15.478 -3.688  S214 1.430
218 H -18.407 -16.417 -0.314  C211 1.103
219 H -17.451 -17.370 -1.412  C211 1.072
220 H -18.028 -18.104 0.110  C211 1.108
221 H -19.472 -18.785 -2.033  C212 1.109
222 H -20.477 -17.875 -0.918  C212 1.073
223 H -21.263 -17.411 -5.569  C215 1.124
224 H -20.169 -18.607 -4.667  C215 1.081
225 H -19.548 -17.045 -5.181  C215 1.088
226 C -16.216 -21.755 3.622  C227 1.553, H233 1.101, H234 1.096, H235 1.106
227 C -16.906 -20.384 3.385  C226 1.553, O228 1.475, H236 1.090, H237 1.093
228 O -18.329 -20.586 3.055  C227 1.475, S229 1.541
229 S -19.301 -19.432 2.742  O228 1.541, C230 1.728, O231 1.453, O232 1.444
230 C -20.424 -19.591 4.046  S229 1.728, H238 1.080, H239 1.083, H240 1.085
231 O -18.609 -18.155 2.746  S229 1.453
232 O -19.997 -19.908 1.569  S229 1.444
233 H -16.029 -22.280 2.673  C226 1.101
234 H -16.760 -22.422 4.301  C226 1.096
235 H -15.280 -21.574 4.181  C226 1.106
236 H -16.910 -19.753 4.274  C227 1.090
237 H -16.477 -19.797 2.569  C227 1.093
238 H -21.336 -19.118 3.712  C230 1.080
239 H -20.062 -19.108 4.946  C230 1.083
240 H -20.463 -20.669 4.161  C230 1.085
241 C -25.401 -15.931 -3.515  N242 1.429, H246 1.071, H247 1.118, H248 1.086
242 N -24.742 -16.778 -4.459  C241 1.429, C243 1.486, C244 1.399
243 C -24.790 -18.243 -4.217  N242 1.486, H249 1.063, H250 1.115, H251 1.099
244 C -24.173 -16.224 -5.610  N242 1.399, O245 1.229, H252 1.113
245 O -23.426 -16.833 -6.372  C244 1.229
246 H -25.216 -14.924 -3.828  C241 1.071
247 H -24.903 -16.058 -2.522  C241 1.118
248 H -26.476 -16.047 -3.416  C241 1.086
249 H -24.232 -18.538 -3.362  C243 1.063
250 H -25.861 -18.477 -4.012  C243 1.115
251 H -24.385 -18.795 -5.077  C243 1.099
252 H -24.344 -15.129 -5.723  C244 1.113
253 C -29.971 -13.291 2.393  N254 1.497, H258 1.080, H259 1.104, H260 1.090
254 N -30.009 -14.623 3.074  C253 1.497, C255 1.469, C256 1.354
255 C -30.223 -14.536 4.524  N254 1.469, H261 1.073, H262 1.093, H263 1.085
256 C -30.289 -15.753 2.383  N254 1.354, O257 1.217, H264 1.095
257 O -30.578 -16.870 2.771  C256 1.217
258 H -28.989 -12.882 2.578  C253 1.080
259 H -30.761 -12.600 2.734  C253 1.104
260 H -30.047 -13.401 1.311  C253 1.090
261 H -31.075 -13.908 4.700  C255 1.073
262 H -30.367 -15.520 4.976  C255 1.093
263 H -29.351 -14.095 4.994  C255 1.085
264 H -30.134 -15.544 1.319  C256 1.095
265 C -24.558 -12.702 6.021  N266 1.442, H270 1.101, H271 1.085, H272 1.103
266 N -25.802 -13.241 5.533  C265 1.442, C267 1.502, C268 1.341
267 C -26.577 -14.177 6.417  N266 1.502, H273 1.114, H274 1.088, H275 1.094
268 C -26.198 -13.128 4.257  N266 1.341, O269 1.228, H276 1.111
269 O -25.568 -12.587 3.353  C268 1.228
270 H -24.003 -12.313 5.153  C265 1.101
271 H -24.011 -13.548 6.424  C265 1.085
272 H -24.714 -11.967 6.829  C265 1.103
273 H -26.882 -13.685 7.368  C267 1.114
274 H -27.473 -14.428 5.853  C267 1.088
275 H -25.920 -15.016 6.664  C267 1.094
276 H -27.142 -13.659 4.010  C268 1.111

Values from the calculation:
**E**: -152965.7987 eV
**Net charge**: 0